Entry 1:
This record from OMol25 describes C41H24MoN10 as an isolated structure. The level of theory is the ωB97M-V functional and the def2-TZVPD basis.

## Properties
- total charge = +4
- largest force on an atom (eV/Å) = 0.980
- HOMO (alpha / beta) (eV) = -19.36 / -19.35
- Kohn-Sham gap (alpha / beta) (eV) = 5.74 / 5.74

```
76
Properties=species:S:1:pos:R:3:forces:R:3
Mo -0.105 0.124 0.194 -0.90 -0.22 -0.32
C 0.270 6.246 -1.999 -0.02 -0.02 0.06
C 0.952 5.674 -3.066 0.02 -0.07 -0.02
C 1.346 4.328 -3.043 0.01 0.12 -0.08
C 0.987 3.595 -1.931 0.15 -0.21 -0.05
C 1.292 2.237 -1.541 -0.14 0.05 0.01
N 2.094 1.440 -2.191 -0.02 -0.07 0.15
C 2.302 0.196 -1.814 0.04 -0.05 -0.15
C 3.426 -0.586 -2.270 -0.09 0.24 -0.03
C 4.482 -0.266 -3.093 0.12 -0.08 -0.07
C 5.420 -1.288 -3.334 -0.04 0.09 -0.01
C 5.277 -2.549 -2.775 -0.06 -0.05 0.06
C 4.189 -2.864 -1.941 0.14 -0.05 -0.09
C 3.284 -1.853 -1.705 -0.15 -0.17 0.18
C 2.090 -1.815 -0.897 0.01 -0.03 -0.18
N 1.649 -2.844 -0.211 0.03 0.12 0.05
C 0.869 -2.689 0.820 -0.14 -0.08 0.09
N 0.466 -1.462 1.347 0.24 -0.02 0.08
C -0.109 -1.735 2.589 -0.08 -0.13 -0.01
N -0.441 -0.844 3.487 0.06 0.05 -0.17
C -0.341 0.450 3.268 -0.02 0.15 0.07
N -0.276 1.083 2.022 0.22 0.02 0.26
C -0.229 2.447 2.290 -0.01 -0.01 0.18
N -0.182 3.404 1.398 0.03 -0.14 -0.09
C 0.208 3.158 0.173 -0.09 0.10 -0.08
N 0.685 1.944 -0.312 0.25 0.09 -0.02
C 0.306 4.173 -0.858 -0.06 -0.01 0.23
C -0.054 5.502 -0.853 0.01 0.11 -0.06
C -0.271 2.682 3.717 -0.03 0.14 -0.25
C -0.265 3.848 4.444 0.00 0.08 0.15
C -0.325 3.716 5.845 0.00 0.03 -0.09
C -0.395 2.472 6.453 0.00 -0.08 -0.03
C -0.410 1.288 5.697 0.01 0.06 0.12
C -0.342 1.429 4.327 -0.04 -0.27 -0.02
C -0.239 -3.163 2.765 -0.04 0.16 0.12
C -0.745 -3.905 3.814 -0.02 -0.12 0.08
C -0.658 -5.300 3.701 -0.01 0.07 0.00
C -0.061 -5.897 2.599 0.02 0.01 -0.06
C 0.484 -5.133 1.552 -0.01 -0.13 0.03
C 0.364 -3.767 1.657 0.16 0.10 -0.18
N 1.477 -0.561 -0.991 0.15 0.12 0.23
H -0.002 7.292 -2.047 0.00 0.00 0.00
H 1.200 6.284 -3.924 0.00 0.00 0.00
H 1.911 3.895 -3.858 -0.01 0.01 0.01
H 4.590 0.714 -3.539 0.01 -0.01 0.01
H 6.269 -1.086 -3.973 0.00 0.00 0.00
H 6.018 -3.309 -2.987 0.00 0.00 0.00
H 4.072 -3.852 -1.515 0.01 0.01 0.00
H -0.551 5.958 -0.008 0.00 0.01 -0.01
H -0.220 4.821 3.973 0.00 -0.01 0.01
H -0.319 4.606 6.460 0.00 0.00 0.00
H -0.443 2.414 7.533 0.00 -0.01 0.00
H -0.472 0.317 6.171 0.00 0.01 0.01
H -1.179 -3.438 4.688 0.00 -0.01 0.00
H -1.051 -5.923 4.494 0.00 0.00 0.00
H -0.001 -6.977 2.552 0.01 0.00 0.00
H 0.976 -5.605 0.712 0.00 0.00 0.01
N -2.199 -0.537 0.858 0.09 0.20 -0.11
C -3.255 -0.318 -0.119 0.00 -0.06 0.11
C -4.592 -0.461 0.119 -0.14 0.00 0.03
C -5.511 -0.269 -0.937 0.07 -0.01 0.06
C -5.061 0.029 -2.193 0.00 0.01 -0.02
C -3.672 0.163 -2.445 -0.13 0.01 -0.13
C -3.136 0.419 -3.720 -0.06 0.01 -0.04
C -1.770 0.489 -3.878 0.05 -0.01 0.05
C -0.950 0.343 -2.768 -0.06 -0.01 -0.02
N -1.405 0.132 -1.523 0.22 -0.03 -0.01
C -2.773 0.004 -1.377 0.17 0.02 -0.03
H -2.190 -1.527 1.105 0.05 -0.03 -0.01
H -2.425 -0.039 1.716 -0.01 -0.04 0.03
H -4.956 -0.728 1.105 -0.01 0.00 -0.02
H -6.570 -0.375 -0.746 0.01 0.00 0.01
H -5.757 0.158 -3.012 0.00 0.00 0.00
H -3.799 0.541 -4.569 0.00 0.00 0.01
H -1.320 0.652 -4.847 -0.01 0.00 0.00
H 0.116 0.388 -2.900 0.03 0.02 -0.03
```
Positions in Å, forces in eV/Å.

Atom charges from the Mulliken analysis, given in e for atoms 1 to 6: atom 1 (Mo): -0.0029, atom 2 (C): -0.6844, atom 3 (C): -0.7152, atom 4 (C): -0.2930, atom 5 (C): 0.5388, atom 6 (C): -0.0870


Entry 2:
This record from OMol25 describes a 2-piece molecular cluster, C3H13N2O overall in a non-equilibrium geometry. The level of theory is the ωB97M-V functional and the def2-TZVPD basis.

## Properties
- total charge = +1
- largest force on an atom (eV/Å) = 3.737
- HOMO (eV) = -14.32
- Kohn-Sham gap (eV) = 11.37

```
19
Properties=species:S:1:pos:R:3:forces:R:3
C 0.283 -0.095 1.465 0.51 2.11 -2.04
C 0.636 1.073 0.459 -0.02 3.66 0.76
C 0.971 0.779 -1.030 0.56 -1.09 1.15
N 1.527 -0.626 -1.040 0.57 0.68 -2.40
N -0.281 -1.162 0.639 0.20 -1.05 -0.39
H 1.199 -0.482 1.961 -1.04 0.47 0.27
H -0.570 0.339 1.999 0.94 -0.51 1.07
H 1.496 1.774 0.911 -1.88 -1.74 -0.81
H -0.288 1.788 0.397 1.63 -1.23 0.39
H 1.692 1.521 -1.404 -0.31 -0.29 0.08
H 0.074 0.796 -1.652 0.15 -0.03 0.05
H 2.137 -0.733 -0.226 0.60 0.06 -0.94
H 0.347 -1.220 -0.314 -0.15 -0.16 0.80
H 2.001 -0.798 -1.994 -0.69 -0.04 2.42
H -0.173 -2.007 1.209 -0.94 -0.15 -0.73
H -1.230 -0.896 0.350 -0.33 -0.59 0.21
H -3.764 -0.011 0.084 0.49 0.02 -0.89
H -3.110 0.051 -1.363 -0.72 0.25 -1.12
O -2.948 -0.092 -0.450 0.44 -0.34 2.13
```
Positions in Å, forces in eV/Å.

Atom charges from the natural (NBO) analysis, given in e for atoms 1 to 6: atom 1 (C): -0.2497, atom 2 (C): -0.4601, atom 3 (C): -0.2338, atom 4 (N): -0.8554, atom 5 (N): -0.7553, atom 6 (H): 0.2271


Entry 3:
This record from OMol25 describes C2H3BrN2S as an isolated structure in a non-equilibrium geometry. The level of theory is the ωB97M-V functional and the def2-TZVPD basis.

## Properties
- total charge = 0
- largest force on an atom (eV/Å) = 3.746
- HOMO (eV) = -10.15
- Kohn-Sham gap (eV) = 10.60

```
9
Properties=species:S:1:pos:R:3:forces:R:3
C -0.818 -0.216 -1.490 0.95 1.43 3.04
C 0.263 1.543 -0.735 -0.22 1.61 1.73
N -0.202 0.898 -1.768 -0.73 -1.21 -3.47
N 0.022 1.040 0.482 0.39 0.21 -1.05
S -0.780 -0.371 0.245 -0.11 -0.11 -0.48
Br 1.100 -1.632 3.327 0.00 1.66 0.33
H -1.328 -0.867 -2.134 -0.38 -0.71 -0.91
H 0.637 2.572 -0.991 0.08 -1.22 1.12
H 1.106 -2.969 3.064 0.01 -1.66 -0.31
```
Positions in Å, forces in eV/Å.

Atom charges from the natural (NBO) analysis, given in e for atoms 1 to 6: atom 1 (C): -0.1524, atom 2 (C): 0.1761, atom 3 (N): -0.4660, atom 4 (N): -0.6117, atom 5 (S): 0.6198, atom 6 (Br): -0.1839


Entry 4:
This record from OMol25 describes one molecule with the formula H2O in a non-equilibrium geometry. The level of theory is the ωB97M-V functional and the def2-TZVPD basis.

## Properties
- total charge = 0
- largest force on an atom (eV/Å) = 2.273
- HOMO (eV) = -11.75
- Kohn-Sham gap (eV) = 12.76
- SMILES = O

```
3
Properties=species:S:1:pos:R:3:forces:R:3
H 0.044 -0.466 -0.526 0.20 -1.62 -0.08
H -0.083 0.679 0.123 -0.23 2.01 1.03
O 0.039 -0.213 0.403 0.02 -0.39 -0.95
```
Positions in Å, forces in eV/Å.

And the natural (NBO) charges, in e, turn out to be: atom 1 (H): 0.4556, atom 2 (H): 0.4548, atom 3 (O): -0.9104


Entry 5:
This record from OMol25 describes a 5-piece molecular cluster, C10H27NO12S6 overall in a non-equilibrium geometry. The level of theory is the ωB97M-V functional and the def2-TZVPD basis.

## Properties
- total charge = -2
- largest force on an atom (eV/Å) = 9.743
- HOMO (eV) = -1.14
- Kohn-Sham gap (eV) = 3.58

```
56
Properties=species:S:1:pos:R:3:forces:R:3
O 0.534 2.465 1.009 0.26 6.48 0.20
C 0.668 3.732 1.408 1.50 -6.07 7.47
O 1.025 3.944 2.843 -1.49 -0.16 -7.57
S 0.512 5.269 0.351 3.77 3.96 -3.41
O 1.384 6.443 0.945 -3.32 -3.90 -1.12
O 1.175 4.917 -1.037 -2.66 0.40 3.88
N -1.125 5.766 -0.001 0.38 -1.38 3.24
S -2.133 5.804 1.424 2.33 6.03 2.26
O -1.368 5.822 2.770 -2.44 -1.35 -3.96
O -2.925 7.166 1.360 1.23 -4.46 -0.60
C -3.398 4.429 1.250 -1.04 -0.75 -2.03
O -2.873 3.523 0.176 -3.17 6.06 -0.29
O -2.510 2.432 0.790 2.43 -5.72 1.65
H -4.377 4.919 0.776 2.28 -0.81 1.20
H -3.646 3.851 2.237 0.90 1.14 -1.92
H -1.880 1.955 0.158 -0.82 1.07 1.36
C 2.137 3.183 5.981 0.02 0.01 -0.02
S 1.126 1.839 6.649 -0.67 0.38 -0.74
O -0.249 1.976 6.064 0.90 -0.21 0.79
C 1.061 2.473 8.342 -0.08 0.11 0.20
H 2.276 3.013 4.911 -0.31 0.06 -0.07
H 1.634 4.141 6.133 -0.09 -0.15 -0.12
H 3.112 3.188 6.475 -0.03 -0.12 0.11
H 0.624 3.475 8.350 0.01 -0.07 -0.10
H 2.070 2.501 8.760 -0.01 -0.02 -0.06
H 0.441 1.802 8.941 0.04 0.01 -0.14
C -1.295 -1.615 -1.859 -0.03 0.07 -0.25
S -1.554 -1.302 -0.096 0.26 0.78 0.18
O -1.939 0.140 0.055 0.18 -1.58 -0.43
C 0.185 -1.453 0.382 -0.26 0.24 0.64
H -2.256 -1.533 -2.371 -0.02 0.04 0.20
H -0.602 -0.878 -2.272 -0.03 -0.07 0.16
H -0.898 -2.623 -1.998 -0.02 0.07 0.07
H 0.788 -0.727 -0.168 -0.33 -0.06 0.27
H 0.535 -2.467 0.171 -0.38 0.27 0.21
H 0.269 -1.257 1.453 -0.31 0.14 -0.07
C 2.305 -3.848 -3.459 0.08 0.10 -0.19
S 2.046 -3.536 -1.696 0.00 0.72 -0.24
O 1.661 -2.093 -1.545 1.23 -1.32 -1.22
C 3.785 -3.687 -1.218 0.14 0.06 0.02
H 1.344 -3.766 -3.971 0.10 -0.09 0.29
H 2.998 -3.111 -3.872 0.01 0.03 0.20
H 2.702 -4.856 -3.598 -0.11 0.03 0.06
H 4.388 -2.960 -1.768 -0.14 0.00 0.03
H 4.135 -4.700 -1.429 -0.09 0.03 0.00
H 3.869 -3.491 -0.147 -0.14 0.01 -0.14
C -2.737 -5.571 -5.307 -0.08 0.08 0.07
S -0.946 -5.795 -5.425 0.09 0.22 0.43
O -0.354 -5.404 -4.103 -0.38 -0.16 -0.72
C -0.659 -4.426 -6.574 0.00 0.13 0.03
H -3.132 -6.307 -4.602 0.18 0.06 -0.07
H -2.966 -4.566 -4.946 0.12 -0.07 0.00
H -3.192 -5.732 -6.287 0.10 -0.01 0.04
H -1.014 -3.490 -6.136 0.02 -0.11 0.05
H -1.180 -4.623 -7.513 0.03 -0.05 0.08
H 0.414 -4.352 -6.764 -0.12 -0.10 0.09
```
Positions in Å, forces in eV/Å.

Atom charges from the natural (NBO) analysis, given in e for atoms 1 to 6: atom 1 (O): -0.7019, atom 2 (C): 0.4969, atom 3 (O): -0.7905, atom 4 (S): 1.9542, atom 5 (O): -0.9326, atom 6 (O): -0.9692


Entry 6:
This record from OMol25 describes C3HCuFO2 as an isolated structure in a non-equilibrium geometry. The level of theory is the ωB97M-V functional and the def2-TZVPD basis.

## Properties
- ⟨S²⟩ = 0.76
- total charge = +2
- largest force on an atom (eV/Å) = 4.003
- HOMO (alpha / beta) (eV) = -21.90 / -20.96
- Kohn-Sham gap (alpha / beta) (eV) = 9.43 / 5.25
- 2S+1 = 2

```
8
Properties=species:S:1:pos:R:3:forces:R:3
F -1.522 -0.648 -0.891 0.92 0.04 0.09
O 0.132 -1.482 0.420 0.76 -1.36 1.98
C 0.654 -1.017 1.484 -1.43 -0.05 -3.74
C -0.267 -0.500 -0.544 0.97 1.52 -1.78
O 0.753 0.472 1.186 0.89 1.81 -0.01
C 0.214 0.772 0.065 -1.51 0.34 2.86
Cu -0.479 2.677 -0.304 0.35 -0.13 0.01
H 0.514 -0.273 -1.418 -0.96 -2.16 0.60
```
Positions in Å, forces in eV/Å.

Atom charges from the natural (NBO) analysis, given in e for atoms 1 to 6: atom 1 (F): -0.1921, atom 2 (O): -0.3878, atom 3 (C): 0.9936, atom 4 (C): 0.3650, atom 5 (O): -0.3806, atom 6 (C): 0.2398


- Which of these has the highest total charge?
  C41H24MoN10


- Look up the largest force on an atom of the sixth one.
  4.003 eV/Å


- What is the total charge in the fifth record?
  -2


- What is the largest force on an atom in the second record?
  3.737 eV/Å